<one>
{
  "formula": "C27H47IrN5O4P2S5Sb",
  "method": "wB97M-V/def2-TZVPD",
  "symbols": ["H", "C", "H", "S", "N", "H", "H", "H", "H", "C", "C", "H", "C", "C", "H", "H", "H", "S", "O", "H", "C", "H", "H", "C", "H", "C", "H", "H", "C", "P", "H", "H", "C", "H", "C", "H", "P", "C", "H", "H", "H", "H", "O", "H", "H", "C", "N", "S", "C", "H", "H", "H", "C", "H", "H", "C", "N", "H", "C", "H", "H", "S", "C", "N", "C", "Sb", "H", "O", "C", "H", "H", "C", "H", "C", "H", "Ir", "C", "H", "H", "C", "S", "H", "H", "H", "N", "H", "C", "H", "C", "C", "O", "H"],
  "xyz": [[-1.08119, -6.26006, 0.92419], [-4.30659, 1.44640, -3.16352], [2.66132, -6.24849, 0.46416], [0.64880, -4.08699, 4.07060], [0.76643, 4.32772, 0.31221], [-0.15731, 2.12500, 5.52160], [-0.17456, -6.58745, -1.96926], [3.99597, -0.19086, 1.60476], [3.64509, 2.11149, 0.40386], [-3.35395, -0.72117, -2.74592], [-2.15336, 1.84950, 1.61015], [-2.73744, -3.01963, -5.93258], [-1.13630, -1.00725, -1.61639], [-1.59641, 0.16541, -5.98680], [5.11756, 0.63037, 2.71175], [-1.12551, -5.22634, -1.34916], [2.05503, -7.16490, -0.92501], [0.54769, -0.42267, -1.95462], [1.04950, 2.79328, 2.25273], [0.35706, 3.72676, -1.65191], [-0.25487, -1.19533, -4.51456], [-1.30230, 5.09934, 1.95618], [-0.84960, -3.24967, -4.36239], [-2.39623, -0.93068, -6.28206], [-3.23132, -0.82538, -6.96257], [2.40017, 2.99627, 5.10471], [-2.80597, 4.25951, 2.31663], [0.43953, -6.50968, 1.78075], [0.54874, 4.64036, -1.09330], [0.17658, 2.89983, 0.88339], [0.09203, 0.89045, -4.88318], [1.24564, 5.18614, 2.17020], [0.85284, -1.32261, -3.51488], [2.08097, 5.88608, 0.77869], [3.75642, 2.54362, 1.40369], [0.97550, 1.03867, 6.35377], [1.74886, 1.53778, 2.96858], [-2.12071, -2.15982, -5.70293], [-3.41784, -1.80091, -2.81302], [1.78859, -0.90353, -3.88787], [-0.29225, 5.32900, -1.22841], [-1.29466, 1.71382, -1.63001], [0.37059, 1.76409, -0.02715], [3.70991, -0.22521, 3.35733], [-1.98953, 1.46513, 2.62144], [0.59491, 1.34258, 5.37829], [1.71140, 1.83628, 4.56337], [-1.29211, -1.58162, 2.15470], [-0.04211, -6.56704, 0.80471], [0.37868, -4.92722, -2.24009], [0.12836, 0.47094, 4.92465], [1.44765, 5.10820, -1.50170], [0.75613, -4.32389, 0.35543], [0.37910, 6.26857, 1.06544], [-5.25856, -0.40834, -3.67328], [4.06911, 0.38893, 2.53166], [0.77554, -3.27461, 0.79766], [-1.86037, 1.07744, 0.90659], [-1.72201, 4.15103, 2.28553], [1.73376, 3.86386, 5.17078], [3.20470, 3.47804, 1.43929], [1.88237, -2.54069, 3.42746], [-1.05899, -2.28825, -4.81919], [3.29569, 1.62683, 2.43863], [-4.38846, 0.06327, -3.23397], [-1.62955, -3.03747, 4.22741], [1.02964, -2.35603, -3.21056], [1.41852, -1.15475, -0.96858], [-0.11381, -5.59172, -1.52788], [-1.17895, -1.03412, -0.52321], [-1.21434, -2.03599, -1.97597], [-2.22664, -0.13571, -2.17947], [-3.12076, 3.11593, -2.52011], [-2.15530, 1.25259, -2.10039], [-3.21424, 2.06733, 1.47796], [0.91526, -1.53922, 1.67881], [0.67768, -5.67504, -0.21682], [4.81274, 2.75956, 1.57488], [2.64315, -5.50763, -1.14362], [-0.52691, 0.03099, -5.11631], [-1.52652, -1.50234, 5.87631], [-0.01645, -7.59994, 0.45347], [-1.80811, 1.12777, -6.43457], [3.25912, 3.25355, 4.48652], [-1.39025, 3.07975, 1.35407], [-5.11362, 2.05963, -3.54394], [-3.18825, 2.03707, -2.59128], [2.75820, 2.76329, 6.10844], [2.10480, -6.17495, -0.46990], [1.12995, 5.47382, 1.12824], [1.05872, 0.25427, 2.70398], [-1.37181, 3.93764, 3.30271]],
  "gap_ev": 5.82,
  "spin_multiplicity": 1
}

---

<two>
{
  "formula": "C27H47IrN5O4P2S5Sb",
  "method": "wB97M-V/def2-TZVPD",
  "symbols": ["H", "N", "C", "H", "C", "C", "N", "P", "H", "H", "H", "H", "C", "H", "Ir", "H", "O", "H", "H", "H", "P", "H", "C", "H", "H", "H", "C", "N", "H", "C", "O", "H", "H", "C", "H", "C", "O", "C", "H", "H", "C", "C", "H", "H", "H", "H", "S", "H", "S", "C", "S", "H", "H", "C", "S", "C", "C", "H", "H", "N", "H", "H", "N", "C", "H", "H", "C", "H", "H", "C", "H", "H", "H", "H", "C", "C", "C", "H", "C", "C", "H", "H", "C", "H", "H", "S", "O", "H", "H", "C", "Sb", "C"],
  "xyz": [[-2.44712, 5.61528, -0.81893], [1.22698, 1.14258, 3.32007], [-2.57222, 3.10878, 1.43917], [0.50778, -3.75112, -3.27023], [0.94778, -5.13932, -0.85013], [5.90358, 0.60448, 0.81417], [-0.10432, -1.96232, -0.46723], [1.41278, 1.71538, 1.77457], [2.24008, 5.03328, 2.83637], [5.51468, -0.21552, 1.41037], [1.62128, -1.97402, 0.88097], [-1.63412, -5.00222, 0.25117], [-3.70912, -2.16782, -0.42843], [4.08438, -2.92922, -0.54943], [0.18348, 0.10558, -1.23403], [4.55788, 2.03968, -1.92023], [2.90488, 1.12558, 1.42027], [-2.29102, 2.88688, 2.45857], [2.17848, 0.00438, 4.77457], [-3.49842, -1.79322, -3.15063], [3.37238, 0.46718, 0.00137], [-0.28732, 0.17788, 4.38207], [-4.10062, -2.54472, 0.84417], [-1.56642, -6.12982, -1.10473], [5.41478, 2.93648, -0.64213], [-3.42322, 1.17218, 1.07797], [5.31098, 1.96588, -1.13773], [1.58838, 3.37788, 1.76927], [-4.88192, 0.74898, -0.79363], [-2.30322, 4.35938, 0.90967], [-2.13042, -0.05322, -1.34223], [-0.29622, 1.94918, 4.54177], [-6.68922, -1.08212, -1.59973], [-0.30012, -4.37452, -2.89213], [3.03648, -2.70362, 1.68017], [-0.29892, -4.39882, -1.35663], [0.34548, 1.24108, 0.89467], [-3.29272, 3.69008, -1.17103], [6.10618, 1.46108, 1.46337], [-4.96302, 1.87618, -2.18963], [-3.59462, 2.44558, -0.63253], [-4.16882, -1.10702, -2.63453], [-0.17512, -5.38782, -3.27233], [0.89338, -6.18072, -1.15893], [6.26248, 1.70598, -1.60563], [2.20498, 1.74698, 5.09337], [-0.05012, 1.50078, -6.00803], [-4.98462, -0.80952, -3.29113], [0.93788, -0.96022, -3.33133], [-5.42042, -2.40322, 1.23787], [-0.10932, 2.33918, -2.29533], [-1.23802, -3.97212, -3.26853], [1.45968, 5.06128, 0.54517], [-0.11712, 1.11798, 3.85057], [3.36838, 1.98698, -4.22043], [2.27128, 0.98888, 4.30447], [2.50388, 3.97978, 2.71827], [0.89288, 3.54608, -0.18513], [2.63578, 3.85708, -0.01663], [4.93678, 0.92128, -0.20903], [2.75758, -2.07272, -1.37763], [-3.56092, 3.90938, -2.19483], [3.51408, -1.16002, 0.38567], [3.69378, -1.94872, -0.82343], [3.24228, 1.05788, 3.82237], [2.45368, -1.10152, 2.17687], [-6.34782, -1.88932, 0.34617], [-7.38192, -1.78642, 0.63737], [-1.81222, 5.10868, 1.51397], [-3.21042, 2.15158, 0.67067], [-0.80862, 1.18268, 3.01547], [2.40528, 3.48768, 3.68167], [-2.67792, -2.26552, -0.72263], [1.84798, -4.69752, -1.26843], [-0.22592, -3.04252, -0.85973], [1.65468, 3.99208, 0.45387], [2.59648, -1.76752, 1.33007], [1.01428, -5.09962, 0.23437], [-4.62972, -1.62572, -1.32213], [-1.57122, -5.07712, -0.83143], [6.83798, 0.28778, 0.34777], [-2.45892, -4.61672, -1.25693], [-2.66002, 4.64478, -0.39783], [3.55028, 3.91698, 2.39307], [4.40688, -1.43842, -1.46963], [-3.08482, 0.40888, -2.38083], [2.48388, 0.85968, -1.10433], [-5.72902, -2.69972, 2.23007], [-3.36922, -2.94422, 1.53137], [-4.32202, 1.42528, -1.43613], [1.16888, 1.32978, -4.05223], [-5.95592, -1.49072, -0.91903]],
  "gap_ev": 5.23,
  "spin_multiplicity": 1
}

---

Energy ordering: <one> at the bottom, the next structure 33.9 kcal/mol above.

---

<one>
{
  "formula": "C3H4O3S",
  "method": "wB97M-V/def2-TZVPD",
  "symbols": ["O", "C", "H", "C", "S", "O", "O", "C", "H", "H", "H"],
  "xyz": [[0.24853, 1.99484, -0.81438], [1.27787, -0.61109, 0.96063], [-0.78549, -0.99985, 1.47135], [-0.24193, -0.30510, 0.79189], [-0.39784, 0.90321, -1.52297], [-1.08917, 1.21337, -2.72186], [2.03170, -0.37520, 0.10290], [-1.02117, -0.22496, -0.45801], [-0.37654, 0.64555, 1.18128], [-1.30573, -1.13879, -1.01052], [1.65975, -1.10198, 2.01970]],
  "gap_ev": [8.38, 8.38],
  "spin_multiplicity": 1
}

---

<two>
{
  "formula": "C3H4O3S",
  "method": "wB97M-V/def2-TZVPD",
  "symbols": ["C", "O", "H", "S", "O", "H", "C", "H", "H", "C", "O"],
  "xyz": [[0.34816, 0.90101, -0.48368], [1.62030, 1.18731, -0.05692], [-0.78838, -2.21517, 0.13593], [1.70519, -0.37589, 0.74611], [1.72256, -0.20993, 2.31605], [0.27863, 2.49781, -1.47657], [-1.13437, -1.18706, 0.05095], [-1.67913, -1.06494, -0.88462], [-1.81801, -0.99348, 0.87751], [0.01944, -0.25968, 0.09549], [-0.27441, 1.72001, -1.32025]],
  "gap_ev": 9.58,
  "spin_multiplicity": 1
}

---

Energy ordering: <two> at the bottom, the next structure 27.2 kcal/mol above.